1.
# C7H9N2O3

A gas-phase ion, C7H9N2O3 (charge -1) (ωB97M-V/def2-TZVPD, the OMol25 dataset).

Summary:
SMILES = C=C=C[C@H](C=O)N([O-])/C(C)=N/O
Charge = -1
Energy above the lowest of the compared OMol25 structures with the same formula, charge and spin = 6.572 eV

The geometry in XYZ format:
```
21
C7H9N2O3 ωB97M-V/def2-TZVPD
C -3.288 0.735 -0.512
C -2.377 -0.182 -0.694
C -1.396 -0.975 -1.048
C -0.159 -1.273 -0.268
C -0.447 -2.450 0.678
O -0.510 -3.601 0.344
N 0.272 -0.128 0.479
O -0.291 0.129 1.596
C 1.405 0.480 0.078
C 1.704 1.793 0.993
N 2.177 0.088 -0.870
O 3.343 0.871 -1.253
H -4.180 0.514 -0.010
H -3.262 1.503 -1.175
H -1.450 -1.411 -2.150
H 0.605 -1.660 -0.917
H -0.692 -2.094 1.654
H 1.312 2.653 0.499
H 2.768 1.848 1.186
H 1.035 1.733 1.898
H 3.431 1.427 -0.508
```

=====

2.
# C25H25EuN2O2S

A molecular structure, C25H25EuN2O2S (ωB97M-V/def2-TZVPD, the OMol25 dataset).

Summary:
⟨S²⟩ = 15.77
Charge = -1
Energy above the lowest of the compared OMol25 structures with the same formula, charge and spin = 0.000 eV
Spin multiplicity = 8

The geometry in XYZ format:
```
56
C25H25EuN2O2S ωB97M-V/def2-TZVPD
Eu -0.804 -0.166 0.186
C 0.879 1.182 3.721
C 2.125 0.714 2.953
C 2.624 1.852 2.054
C 1.826 -0.568 2.187
C 2.379 -0.836 0.942
C 2.016 -1.962 0.226
C 1.081 -2.852 0.732
C 0.676 -4.063 -0.030
C 0.565 -2.618 1.995
C 0.937 -1.497 2.710
H 0.981 2.203 4.082
H 0.661 0.548 4.582
H 0.008 1.165 3.064
H 2.922 0.476 3.677
H 1.934 2.013 1.228
H 3.614 1.654 1.637
H 2.689 2.787 2.614
H 3.101 -0.159 0.519
H 2.453 -2.159 -0.738
H -0.333 -4.380 0.241
H 1.354 -4.893 0.175
H 0.685 -3.876 -1.105
H -0.148 -3.310 2.414
H 0.530 -1.343 3.693
S -0.952 -1.205 -2.345
C -1.875 -2.338 -1.359
C -2.429 -3.421 -2.032
C -3.172 -4.356 -1.311
C -3.342 -4.186 0.058
C -2.759 -3.081 0.657
N -2.035 -2.157 -0.004
H -2.290 -3.543 -3.101
H -3.610 -5.205 -1.823
H -3.913 -4.894 0.643
H -2.860 -2.900 1.721
O -4.386 2.100 -0.530
C -3.220 1.587 -0.441
O -2.926 0.519 0.181
C -2.072 2.315 -1.138
C -2.327 3.494 -1.838
C -1.278 4.153 -2.472
C 0.014 3.625 -2.398
C 1.110 4.252 -3.021
C 2.385 3.699 -2.927
C 2.571 2.520 -2.213
C 1.478 1.901 -1.596
C 0.197 2.430 -1.673
N -0.811 1.793 -1.062
H -3.340 3.885 -1.882
H -1.481 5.070 -3.015
H 0.968 5.173 -3.579
H 3.229 4.185 -3.408
H 3.558 2.075 -2.130
H 1.620 0.979 -1.037
H -0.804 1.611 1.320
```

=====

3.
# C7H8O

A single C7H8O molecule (ωB97M-V/def2-TZVPD, the OMol25 dataset).

Summary:
SMILES = C#CC(=C)OC(=C)C
Energy above the lowest of the compared OMol25 structures with the same formula, charge and spin = 8.335 eV

The geometry in XYZ format:
```
16
C7H8O ωB97M-V/def2-TZVPD
C 0.858 2.248 -0.442
C 1.162 0.942 -0.635
C 1.316 -0.502 -0.490
C 2.258 -1.304 0.104
O 0.054 -1.153 -0.588
C -1.043 -0.485 -0.084
C -2.095 -0.457 -0.930
C -0.888 0.162 1.208
H 1.108 3.311 -0.198
H 1.753 -2.314 0.217
H 3.407 -1.108 0.127
H -2.926 0.470 -0.715
H -2.096 -0.832 -1.871
H 0.229 0.731 1.096
H -1.853 1.075 1.182
H -1.244 -0.782 2.020
```